A 2-piece molecular cluster, C2H3ClNOP overall at a distorted geometry. Source: OMol25; level of theory: ωB97M-V with the def2-TZVPD basis set.

Geometry as ORCA input:
```
! RIJCOSX wB97M-V def2-TZVPD def2/J DEFGRID3
* xyz 0 1
C -1.76 0.35 -1.50
C 1.28 -0.01 0.23
N -2.49 0.52 -2.37
O -0.79 1.04 1.52
P -0.44 -0.02 0.66
Cl -0.79 -1.99 1.11
H 1.52 0.92 -0.32
H 1.96 -0.04 1.12
H 1.51 -0.79 -0.46
*
```

Electronic energy ... -1009.50604 hartree
Frontier orbital gap ... 9.5 eV
E_HOMO ... -11.4 eV

***

A 8-piece molecular cluster, C24H72ClN7O4 overall at a distorted geometry. Source: OMol25; level of theory: ωB97M-V with the def2-TZVPD basis set.

Geometry as ORCA input:
```
! RIJCOSX wB97M-V def2-TZVPD def2/J DEFGRID3
* xyz 2 1
N -1.89 -3.29 3.01
H -1.48 -2.44 2.61
H -1.78 -4.10 2.40
H -2.89 -3.16 3.14
H -1.45 -3.47 4.00
N -1.04 -3.80 -1.17
H -1.25 -4.02 -2.15
H -0.78 -2.81 -1.04
H -0.29 -4.46 -0.92
H -1.81 -4.07 -0.55
N 3.50 -3.48 1.33
H 3.02 -4.28 0.91
H 4.09 -3.76 2.11
H 2.80 -2.76 1.60
H 4.09 -3.05 0.61
Cl 0.20 -0.67 1.90
O 0.60 0.66 1.61
O 1.34 -1.59 1.75
O -0.26 -0.77 3.25
O -0.88 -1.10 1.03
C 1.38 -0.11 -5.71
C -0.10 -0.06 -5.28
N -0.48 -1.26 -4.56
C -0.67 -2.42 -5.44
C -1.80 -2.32 -6.45
C -1.56 -1.11 -3.61
C -1.19 -0.20 -2.44
H 1.94 -0.68 -4.97
H 1.73 0.92 -5.79
H 1.49 -0.58 -6.69
H -0.20 0.83 -4.66
H -0.75 0.18 -6.13
H 0.29 -2.62 -5.94
H -0.87 -3.30 -4.82
H -1.88 -3.27 -6.98
H -2.76 -2.21 -5.95
H -1.68 -1.49 -7.14
H -1.82 -2.09 -3.16
H -2.53 -0.81 -4.03
H -1.84 -0.45 -1.60
H -1.33 0.84 -2.74
H -0.14 -0.24 -2.14
C 4.36 5.19 -1.69
C 4.87 3.86 -1.14
N 3.84 2.83 -0.97
C 2.84 3.14 0.04
C 3.41 3.32 1.45
C 3.18 2.42 -2.21
C 4.16 1.89 -3.26
H 3.66 5.67 -1.01
H 3.90 5.10 -2.68
H 5.18 5.89 -1.85
H 5.63 3.45 -1.81
H 5.36 4.02 -0.18
H 2.10 2.34 0.04
H 2.26 4.05 -0.21
H 3.87 4.29 1.61
H 4.14 2.53 1.64
H 2.57 3.18 2.14
H 2.47 1.63 -1.95
H 2.60 3.24 -2.64
H 4.83 1.17 -2.82
H 3.56 1.43 -4.05
H 4.69 2.71 -3.76
C -2.59 -5.81 5.47
C -2.49 -4.46 6.18
N -1.39 -3.61 5.70
C -1.58 -2.22 6.22
C -1.36 -2.05 7.71
C -0.06 -4.17 5.97
C 1.09 -3.42 5.31
H -3.59 -6.21 5.57
H -1.84 -6.50 5.83
H -2.41 -5.70 4.39
H -3.42 -3.90 6.13
H -2.34 -4.71 7.24
H -0.81 -1.63 5.71
H -2.55 -1.89 5.83
H -2.17 -2.48 8.31
H -0.45 -2.53 8.06
H -1.38 -1.01 8.02
H -0.03 -5.22 5.67
H 0.12 -4.28 7.05
H 0.92 -3.20 4.26
H 1.97 -4.05 5.45
H 1.32 -2.49 5.82
C -3.89 5.67 -1.94
C -3.33 4.71 -0.91
N -2.22 3.88 -1.40
C -1.27 4.57 -2.27
C -0.31 3.61 -2.95
C -1.56 3.13 -0.33
C -2.57 2.19 0.35
H -4.86 6.05 -1.60
H -4.11 5.14 -2.87
H -3.22 6.49 -2.19
H -2.99 5.24 -0.01
H -4.13 4.01 -0.68
H -1.81 5.03 -3.09
H -0.74 5.35 -1.70
H -0.89 2.79 -3.38
H 0.26 4.07 -3.76
H 0.40 3.19 -2.23
H -1.05 3.76 0.40
H -0.91 2.42 -0.84
H -1.99 1.37 0.78
H -3.29 1.76 -0.35
H -3.06 2.68 1.19
*
```

Electronic energy ... -2101.16692 hartree
Frontier orbital gap ... 4.2 eV
E_HOMO ... -11.2 eV

***

C34H37ClN6O6PbSSe as an isolated structure. Source: OMol25; level of theory: ωB97M-V with the def2-TZVPD basis set.

Geometry as ORCA input:
```
! RIJCOSX wB97M-V def2-TZVPD def2/J DEFGRID3
* xyz 0 1
Pb -0.51 -1.04 -0.15
N 2.05 -1.52 0.32
N 2.84 -0.94 -0.68
C 2.23 -0.41 -1.83
O 2.95 -0.09 -2.76
O 0.95 -0.26 -1.78
H 2.37 -1.24 1.24
H 2.00 -2.54 0.28
H 3.76 -1.31 -0.84
C 0.77 0.58 3.61
C 1.49 -0.74 3.69
C 2.82 -0.80 4.10
C 3.47 -2.02 4.21
Cl 5.13 -2.06 4.72
C 2.81 -3.20 3.93
C 1.48 -3.16 3.51
C 0.83 -1.93 3.39
O -0.45 -1.79 2.94
C -1.25 -2.96 2.78
C -0.93 -3.83 1.54
O -1.57 -4.88 1.48
O -0.07 -3.38 0.73
H 1.49 1.40 3.60
H 0.12 0.71 4.48
H 0.14 0.65 2.73
H 3.35 0.11 4.33
H 3.32 -4.15 4.02
H 0.98 -4.08 3.26
H -2.27 -2.59 2.66
H -1.21 -3.58 3.68
Se -2.95 -5.22 -1.14
N -2.69 -5.37 -2.88
C -2.14 -4.24 -3.28
C -1.68 -3.93 -4.59
C -1.07 -2.73 -4.78
C -0.89 -1.83 -3.68
N -1.32 -2.06 -2.47
C -1.97 -3.24 -2.26
N -2.40 -3.55 -1.05
H -1.80 -4.64 -5.39
H -0.69 -2.44 -5.75
H -0.32 -0.92 -3.81
O -0.65 1.54 0.40
S 0.13 2.72 -0.15
C -0.07 2.64 -1.94
C 0.93 3.51 -2.64
C 1.91 2.92 -3.44
C 2.86 3.71 -4.08
C 2.86 5.08 -3.90
C 1.89 5.68 -3.10
C 0.93 4.90 -2.48
C 1.89 2.25 -0.02
C 2.76 3.44 0.32
C 2.58 4.13 1.51
C 3.37 5.22 1.82
C 4.35 5.64 0.93
C 4.53 4.96 -0.26
C 3.74 3.86 -0.57
H -1.10 2.93 -2.12
H 0.08 1.59 -2.20
H 1.93 1.84 -3.55
H 3.61 3.24 -4.70
H 3.61 5.69 -4.39
H 1.89 6.75 -2.96
H 0.18 5.36 -1.85
H 2.21 1.77 -0.94
H 1.88 1.51 0.78
H 1.80 3.81 2.20
H 3.21 5.75 2.75
H 4.97 6.50 1.17
H 5.30 5.28 -0.96
H 3.88 3.33 -1.50
C -6.79 -1.17 0.00
C -5.62 -1.67 0.85
C -5.48 -3.20 0.74
C -5.79 -1.26 2.31
C -4.38 -1.06 0.34
N -3.41 -0.60 -0.08
H -7.72 -1.61 0.39
H -6.68 -1.47 -1.04
H -6.88 -0.09 0.05
H -6.35 -3.67 1.18
H -4.59 -3.55 1.26
H -5.41 -3.50 -0.31
H -6.71 -1.71 2.70
H -5.87 -0.17 2.41
H -4.96 -1.60 2.92
*
```

Electronic energy ... -5550.50859 hartree
Frontier orbital gap ... 7.3 eV
E_HOMO ... -8.3 eV

***

C3H3NO2 as an isolated structure at a distorted geometry. Source: OMol25; level of theory: ωB97M-V with the def2-TZVPD basis set.

Geometry as ORCA input:
```
! RIJCOSX wB97M-V def2-TZVPD def2/J DEFGRID3
* xyz 0 1
O 2.32 -0.98 0.72
C 1.39 -0.29 0.48
N 0.88 0.85 0.31
C -0.45 0.81 -0.25
C -0.96 -0.57 -0.03
O -0.09 -1.37 0.28
H 0.03 0.82 -1.23
H -1.13 1.66 -0.12
H -1.98 -0.94 -0.15
*
```

Electronic energy ... -321.29190 hartree
Frontier orbital gap ... 9.3 eV
E_HOMO ... -9.5 eV

***

Which value of E_HOMO does entry 3 give? -8.3 eV